The following is a DFT calculation (the ωB97M-V functional and the def2-TZVPD basis) of C4H5I2NS as an isolated structure in a non-equilibrium geometry.

```
13
C4H5I2NS | the Open Molecules 2025 dataset | the ωB97M-V functional and the def2-TZVPD basis
C 1.2737 -1.0221 -1.3318
C -0.7147 -0.4170 -0.3815
C -1.0348 0.3419 0.8509
C -0.0149 1.1392 1.4025
N 0.5843 -0.9494 -0.3258
S -2.6386 0.3605 1.3589
I 3.0960 -2.0466 -1.1889
I 0.9036 -0.4051 -3.4257
H -1.5272 -1.2111 -0.5021
H -0.7367 0.2550 -1.1212
H 0.7972 0.4728 1.4821
H -0.2777 1.4931 2.3639
H 0.2899 1.9886 0.8186
```

**Energy relative to the best compared isomer or geometry (same formula, charge and spin)**: 82.4 kJ/mol
**Orbital gap**: 8.028 eV
**LUMO level**: -0.0284 hartree

=====

The following is a DFT calculation (the ωB97M-V functional and the def2-TZVPD basis) of C4H5I2NS as an isolated structure in a non-equilibrium geometry.

```
13
C4H5I2NS | the Open Molecules 2025 dataset | the ωB97M-V functional and the def2-TZVPD basis
C -1.1096 1.3226 0.6380
C -0.1778 0.0765 -1.1901
C 0.7599 -0.9054 -0.5086
C 1.7763 -0.6191 0.2517
N -0.4628 1.2953 -0.4393
S -1.6686 0.2721 1.8840
I -1.3789 3.3657 1.3425
I 0.3274 -2.8722 -1.0996
H 0.2449 0.6052 -2.0895
H -1.0860 -0.4975 -1.4474
H -1.7833 -0.9597 1.2574
H 2.0811 0.2763 0.7786
H 2.4773 -1.3598 0.6223
```

**Energy relative to the best compared isomer or geometry (same formula, charge and spin)**: 96.1 kJ/mol
**Orbital gap**: 9.475 eV
**LUMO level**: 0.0051 hartree

=====

The following is a DFT calculation (the ωB97M-V functional and the def2-TZVPD basis) of one molecule with the formula C4H5IN2 in a non-equilibrium geometry.

```
12
C4H5IN2 | the Open Molecules 2025 dataset | the ωB97M-V functional and the def2-TZVPD basis
C 1.2845 -0.4771 -0.5287
C 0.8041 0.6685 -0.0377
C -0.7568 0.2868 0.2846
C 0.2611 -1.5209 -0.5593
N -0.9775 -0.9006 -0.1176
N -1.5432 1.2871 0.6828
I 1.4315 2.6271 0.2317
H 2.2289 -0.8469 -0.6573
H 0.1055 -1.9687 -1.5732
H 0.6847 -2.3053 0.1465
H -1.0725 2.1447 1.0285
H -2.4502 1.0053 1.0997
```

**Energy relative to the best compared isomer or geometry (same formula, charge and spin)**: 85.9 kJ/mol
**Orbital gap**: 9.457 eV
**LUMO level**: 0.0157 hartree
**SMILES string**: NC1=NCC=C1I

=====

The following is a DFT calculation (the ωB97M-V functional and the def2-TZVPD basis) of a 2-piece molecular cluster, C4H5IO2 overall in a non-equilibrium geometry.

```
12
C4H5IO2 | the Open Molecules 2025 dataset | the ωB97M-V functional and the def2-TZVPD basis
C 1.6610 -0.8201 0.1705
C -1.0797 -0.0494 -0.8244
C -1.2160 -0.3172 0.6654
C -0.0276 0.3626 0.1259
O 1.6534 -1.9831 0.2836
O 0.3869 1.6056 0.4318
I 3.3867 0.4007 -0.0496
H -0.9169 -0.8864 -1.4850
H -1.6811 0.7408 -1.2557
H -1.9145 0.2654 1.2472
H -1.1098 -1.3388 0.9975
H 0.8576 2.0198 -0.3071
```

**Energy relative to the best compared isomer or geometry (same formula, charge and spin)**: 194.2 kJ/mol
**Orbital gap**: 8.882 eV
**LUMO level**: 0.0076 hartree

=====

The following is a DFT calculation (the ωB97M-V functional and the def2-TZVPD basis) of C4H5InO3 as an isolated structure in a non-equilibrium geometry.

```
13
C4H5InO3 | the Open Molecules 2025 dataset | the ωB97M-V functional and the def2-TZVPD basis
C -2.7229 1.3266 0.2361
H -2.6821 1.3045 1.3341
H -3.7387 1.0531 -0.0850
H -2.5315 2.3544 -0.1032
C -1.6914 -0.9906 0.1021
C -1.7300 0.3682 -0.3615
O 0.0127 0.7757 0.0345
C 0.5446 -0.3812 0.0974
O -0.2875 -1.3971 -0.0212
O 1.7717 -0.6127 -0.0039
H -1.9331 -1.0816 1.1737
H -1.6392 0.4775 -1.4523
In 3.3062 0.3168 -0.1963
```

**Energy relative to the best compared isomer or geometry (same formula, charge and spin)**: 0.0 kJ/mol
**<S²>**: 0.755
**Orbital gap (spin up / spin down)**: 9.169 / 6.670 eV
**Multiplicity**: 2
**LUMO level (spin up / spin down)**: -0.1468 / -0.2386 hartree
**Net charge**: +1

=====

The following is a DFT calculation (the ωB97M-V functional and the def2-TZVPD basis) of C4H5IrO2 as an isolated structure in a non-equilibrium geometry.

```
12
C4H5IrO2 | the Open Molecules 2025 dataset | the ωB97M-V functional and the def2-TZVPD basis
O 2.3000 -0.9251 0.9627
C 1.9799 -0.4696 -0.2710
C 0.6336 -0.2480 -0.6530
C -0.4429 0.0569 0.1907
C -1.7314 0.2265 -0.3268
O -2.7516 0.6348 0.3049
Ir -3.2794 1.2516 2.0254
H 2.6105 -0.8010 -1.1218
H 2.3783 0.3625 0.7702
H 0.4190 -0.3900 -1.7188
H -0.2588 0.2695 1.2476
H -1.8571 0.0317 -1.4102
```

**<S²>**: 6.251
**Orbital gap (spin up / spin down)**: 7.143 / 5.873 eV
**Multiplicity**: 5
**LUMO level (spin up / spin down)**: -0.0135 / -0.0667 hartree

=====

The following is a DFT calculation (the ωB97M-V functional and the def2-TZVPD basis) of C4H5LiMgO2 as an isolated structure in a non-equilibrium geometry.

```
13
C4H5LiMgO2 | the Open Molecules 2025 dataset | the ωB97M-V functional and the def2-TZVPD basis
C -1.4256 0.4031 -0.4645
C -0.6870 -0.2839 0.6304
C 0.6252 -0.7577 0.2235
C 1.7312 0.0706 0.2063
O 2.8258 -0.1977 -0.4020
O -2.6717 0.6433 -0.3896
Li -4.3131 0.2372 0.1534
Mg 4.5920 0.4502 -0.8195
H -0.7143 1.0367 0.7647
H -1.2745 -1.0697 1.1221
H 0.7085 -1.7556 -0.2128
H 1.6399 1.0727 0.6615
H -1.0364 0.1508 -1.4735
```

**Energy relative to the best compared isomer or geometry (same formula, charge and spin)**: 194.2 kJ/mol
**<S²>**: 0.750
**Orbital gap (spin up / spin down)**: 5.897 / 6.855 eV
**Multiplicity**: 2
**LUMO level (spin up / spin down)**: -0.1474 / -0.1474 hartree
**Net charge**: +1

=====

The following is a DFT calculation (the ωB97M-V functional and the def2-TZVPD basis) of C4H5LiO2Rb as an isolated structure in a non-equilibrium geometry.

```
13
C4H5LiO2Rb | the Open Molecules 2025 dataset | the ωB97M-V functional and the def2-TZVPD basis
C 1.5345 -0.8923 -0.1390
C 0.9170 0.0004 0.8617
C -0.5321 -0.0626 0.4372
C -0.9506 0.8960 -0.4633
O -2.0455 0.8505 -1.1480
O 1.9797 -2.0210 0.0926
Li 2.0799 -3.3584 1.3098
Rb -5.1219 3.1244 -2.8943
H 1.5369 -0.5331 -1.1857
H 1.1925 1.0912 0.6282
H 1.0913 -0.3611 1.8844
H -1.2505 -0.6123 1.0488
H -0.4311 1.8783 -0.4324
```

**Energy relative to the best compared isomer or geometry (same formula, charge and spin)**: 58.0 kJ/mol
**<S²>**: 0.750
**Orbital gap (spin up / spin down)**: 1.188 / 4.905 eV
**Multiplicity**: 2
**LUMO level (spin up / spin down)**: -0.0637 / -0.0572 hartree

=====

The following is a DFT calculation (the ωB97M-V functional and the def2-TZVPD basis) of C4H5LiO3Sr as an isolated structure in a non-equilibrium geometry.

```
14
C4H5LiO3Sr | the Open Molecules 2025 dataset | the ωB97M-V functional and the def2-TZVPD basis
O -1.4821 -0.6485 -1.1721
Li -0.8668 -2.3944 0.2346
O -2.3194 -1.6445 -0.5735
C -1.4325 0.4797 -0.4541
C -0.3082 1.2454 -0.0677
H -0.0872 2.0820 0.6194
H -2.4852 0.7547 -0.3424
H -1.4885 1.8594 0.1566
O 2.5972 0.0753 -0.5777
C 2.1151 -0.8085 0.2423
C 0.8659 -0.6756 0.7956
Sr 1.8180 1.8912 -1.0502
H 0.3199 -0.5402 1.7262
H 2.7539 -1.6760 0.4630
```

**Energy relative to the best compared isomer or geometry (same formula, charge and spin)**: 779.6 kJ/mol
**<S²>**: 0.772
**Orbital gap (spin up / spin down)**: 6.434 / 7.114 eV
**Multiplicity**: 2
**LUMO level (spin up / spin down)**: -0.1668 / -0.1672 hartree
**Net charge**: +1

=====

The following is a DFT calculation (the ωB97M-V functional and the def2-TZVPD basis) of C4H5LiO5Y as an isolated structure in a non-equilibrium geometry.

```
16
C4H5LiO5Y | the Open Molecules 2025 dataset | the ωB97M-V functional and the def2-TZVPD basis
O -1.7151 2.4074 -1.7838
C -0.9394 2.4273 -0.8065
O -0.6604 3.3725 -0.0968
O -0.4514 1.1374 -0.4648
C 0.0870 -0.5705 1.0797
C -0.3825 0.7808 0.7872
Li -1.4023 5.0776 -0.4670
H 0.0126 -0.8034 2.1478
H -0.6616 -1.2448 0.6286
H 1.1264 0.1031 1.0827
H -1.0519 1.2938 1.4852
Y -2.6464 1.3394 -3.4784
O 1.5945 -2.3550 0.0434
C 1.9640 -3.4608 0.3362
O 2.5515 -4.3047 -0.4349
H 2.5751 -5.2001 -0.0587
```

**Energy relative to the best compared isomer or geometry (same formula, charge and spin)**: 0.0 kJ/mol
**<S²>**: 0.751
**Orbital gap (spin up / spin down)**: 4.011 / 8.612 eV
**Multiplicity**: 2
**LUMO level (spin up / spin down)**: -0.6196 / -0.6196 hartree
**Net charge**: +4